1.
ORCA calculation (wB97M-V/def2-TZVPD) on a molecular structure, C41H37F5OP2Sr at a distorted geometry.

XYZ file:
```
87
Properties=species:S:1:pos:R:3:lowdin_charge:R:1
Sr -0.41 -3.07 -3.57 1.43
C -1.48 -1.12 -4.85 -0.31
C -1.70 -2.33 -5.40 -0.42
C -0.86 -2.90 -6.51 -0.22
C 0.56 -3.44 -6.11 -0.26
C 1.37 -2.79 -5.02 -0.43
C 1.18 -1.54 -4.50 -0.37
C 0.86 -0.32 -5.35 -0.21
C -0.63 -0.09 -5.58 -0.22
C 1.98 1.73 0.56 -0.17
H -2.03 -0.63 -4.04 -0.01
H -2.62 -2.92 -5.21 0.08
H -0.75 -2.23 -7.38 0.10
H -1.38 -3.79 -6.93 0.10
H 0.41 -4.50 -5.81 0.09
H 1.18 -3.49 -7.02 0.10
H 2.21 -3.41 -4.66 0.08
H 1.70 -1.26 -3.58 0.06
H 1.42 -0.37 -6.30 0.10
H 1.26 0.57 -4.85 0.07
H -0.89 0.91 -5.19 0.06
H -0.85 -0.06 -6.66 0.10
H 0.97 1.83 0.97 0.06
H 2.56 2.66 0.73 0.06
H 2.50 0.90 1.08 0.07
P -2.37 1.41 -2.73 1.07
P 1.88 1.32 -1.19 1.02
C -0.64 1.78 -2.42 -0.28
C 0.18 0.96 -1.69 -0.24
C -3.08 0.09 -1.65 -0.32
C -3.54 -1.16 -2.12 -0.09
C -3.89 -2.14 -1.21 -0.08
C -4.03 -1.81 0.15 -0.07
C -3.62 -0.57 0.62 -0.08
C -3.13 0.38 -0.28 -0.09
C -3.35 2.84 -2.86 -0.40
C -2.89 4.08 -2.38 -0.09
C -3.80 5.14 -2.36 -0.09
C -5.10 4.99 -2.85 -0.09
C -5.52 3.76 -3.37 -0.09
C -4.64 2.69 -3.42 -0.09
C 3.15 0.03 -1.42 -0.30
C 2.80 -1.33 -1.34 -0.08
C 3.74 -2.31 -1.66 -0.05
C 5.08 -1.97 -1.88 -0.06
C 5.47 -0.63 -1.76 -0.08
C 4.51 0.36 -1.58 -0.09
C 2.35 2.77 -2.14 -0.33
C 1.95 4.05 -1.70 -0.08
C 2.16 5.17 -2.52 -0.08
C 2.73 5.01 -3.78 -0.07
C 3.12 3.75 -4.22 -0.06
C 2.95 2.63 -3.41 -0.08
H -0.22 2.64 -2.98 0.08
H -0.25 0.04 -1.25 0.05
H -3.61 -1.39 -3.18 0.10
H -4.06 -3.16 -1.53 0.11
H -4.46 -2.54 0.83 0.11
H -3.68 -0.33 1.67 0.11
H -2.79 1.34 0.07 0.10
H -1.85 4.17 -2.03 0.10
H -3.47 6.10 -1.95 0.10
H -5.80 5.84 -2.82 0.10
H -6.54 3.63 -3.75 0.11
H -4.91 1.72 -3.85 0.11
H 1.78 -1.61 -1.03 0.09
H 3.41 -3.34 -1.73 0.11
H 5.82 -2.73 -2.11 0.11
H 6.52 -0.37 -1.83 0.11
H 4.82 1.41 -1.58 0.11
H 1.47 4.16 -0.73 0.11
H 1.85 6.15 -2.16 0.11
H 2.88 5.89 -4.42 0.11
H 3.57 3.62 -5.22 0.12
H 3.25 1.63 -3.76 0.12
F -0.81 -4.74 3.76 0.10
C -0.71 -4.14 2.56 -0.15
C -0.52 -2.76 2.48 -0.15
F -0.47 -2.03 3.61 0.10
C -0.39 -2.16 1.25 -0.14
F -0.14 -0.82 1.22 0.06
C -0.50 -2.87 0.03 -0.33
O -0.42 -2.30 -1.14 -0.23
C -0.68 -4.27 0.15 -0.13
F -0.73 -5.03 -0.99 0.04
C -0.78 -4.88 1.38 -0.15
F -0.93 -6.22 1.46 0.10
```

Calculated values
* net charge: 0
* energy relative to the best compared isomer or geometry (same formula, charge and spin): 86.8 kcal/mol
* orbital gap (spin up / spin down): 4.0950 / 3.2873 eV
* HOMO level (spin up / spin down): -4.09 / -3.43 eV

---

2.
ORCA calculation (wB97M-V/def2-TZVPD) on a molecular structure, C41H38Cl3F3Ge2MoN3S2 at a distorted geometry.

XYZ file:
```
93
Properties=species:S:1:pos:R:3:mulliken_spin:R:1
Mo -1.06 -0.08 0.28 1.14
C 1.48 -0.03 1.23 -0.02
N 1.82 -1.42 1.15 -0.01
C 1.78 -2.01 -0.18 0.09
C 0.48 -2.74 -0.55 -0.05
N -0.65 -1.90 -1.08 -0.05
C -0.33 -1.44 -2.47 0.00
C -1.87 -2.74 -1.16 0.00
C -1.80 -4.05 -1.62 -0.01
C -2.95 -4.81 -1.75 0.00
C -4.19 -4.27 -1.45 0.00
C -4.27 -2.96 -1.02 0.00
C -3.12 -2.18 -0.86 0.02
S -3.27 -0.50 -0.36 -0.04
C 1.50 -2.25 2.25 0.00
C 2.53 -3.02 2.79 0.00
C 2.33 -3.83 3.89 0.00
C 1.07 -3.87 4.49 0.00
C 0.04 -3.12 3.95 0.01
C 0.22 -2.32 2.82 0.01
S -1.24 -1.56 2.16 0.00
H 2.28 0.61 0.88 -0.01
H 1.21 0.24 2.25 0.00
H 0.70 0.31 0.52 0.00
H 2.57 -2.76 -0.25 0.00
H 2.00 -1.22 -0.90 -0.04
H 0.10 -3.27 0.32 0.01
H 0.74 -3.48 -1.31 0.00
H -0.10 -2.30 -3.10 0.01
H 0.54 -0.78 -2.43 0.01
H -1.18 -0.91 -2.88 -0.01
H -0.85 -4.48 -1.89 0.00
H -2.86 -5.84 -2.10 0.00
H -5.09 -4.86 -1.56 0.00
H -5.23 -2.50 -0.79 0.00
H 3.51 -2.94 2.33 0.00
H 3.14 -4.42 4.30 0.00
H 0.90 -4.48 5.36 0.00
H -0.95 -3.15 4.40 0.00
F -3.44 5.20 4.30 0.00
C -2.23 4.65 4.50 0.00
F -1.32 5.63 4.45 0.00
F -2.21 4.14 5.74 0.00
C -1.95 3.58 3.48 0.00
C -0.83 3.61 2.68 0.00
C -0.63 2.58 1.78 -0.01
N -1.48 1.55 1.64 -0.01
C -2.57 1.53 2.43 -0.01
C -2.84 2.52 3.35 -0.01
H -0.12 4.42 2.74 0.00
H 0.24 2.57 1.14 0.00
H -3.24 0.70 2.31 0.01
H -3.73 2.46 3.96 0.00
C 1.95 1.27 -1.86 0.00
Ge 3.37 0.83 -3.11 0.00
C 4.95 0.15 -2.19 0.00
C 5.08 0.15 -0.81 0.00
C 6.20 -0.38 -0.19 0.00
C 7.23 -0.92 -0.95 0.00
C 7.12 -0.91 -2.34 0.00
C 6.00 -0.38 -2.95 0.00
C 3.90 2.44 -4.09 0.00
C 3.32 2.87 -5.29 0.00
C 3.62 4.12 -5.82 0.00
C 4.49 4.97 -5.15 0.00
C 5.08 4.56 -3.96 0.00
C 4.78 3.30 -3.44 0.00
C 2.72 -0.66 -4.20 0.00
C 2.95 -1.96 -3.72 0.00
C 2.45 -3.08 -4.37 0.00
C 1.69 -2.92 -5.53 0.00
C 1.45 -1.65 -6.02 0.00
C 1.96 -0.53 -5.36 0.00
H 2.25 2.14 -1.26 0.00
H 4.28 0.57 -0.20 0.00
H 6.28 -0.37 0.90 0.00
H 8.10 -1.34 -0.47 0.00
H 7.92 -1.33 -2.94 0.00
H 5.93 -0.39 -4.04 0.00
H 2.63 2.23 -5.82 0.00
H 3.16 4.44 -6.74 0.00
H 4.71 5.95 -5.56 0.00
H 5.77 5.21 -3.44 0.00
H 5.25 2.99 -2.51 0.00
H 3.56 -2.10 -2.83 0.00
H 2.65 -4.07 -3.98 0.00
H 1.30 -3.79 -6.04 0.00
H 0.86 -1.52 -6.92 0.00
H 1.75 0.45 -5.77 0.00
Cl 0.65 1.97 -2.97 -0.01
Ge -1.24 1.76 -1.55 -0.02
Cl -2.64 1.71 -3.22 0.00
Cl -1.34 3.89 -1.03 0.00
```

Calculated values
* spin multiplicity: 2
* net charge: 0
* energy relative to the best compared isomer or geometry (same formula, charge and spin): 69.2 kcal/mol
* orbital gap (spin up / spin down): 5.5086 / 5.8878 eV
* HOMO level (spin up / spin down): -7.24 / -7.26 eV

---

3.
ORCA calculation (wB97M-V/def2-TZVPD) on a molecular structure, C41H38FeN3OP2S4SbTe at a distorted geometry.

XYZ file:
```
92
Properties=species:S:1:pos:R:3:nbo_charge:R:1
Fe -1.35 -1.43 1.13 0.64
Te -1.23 2.40 1.90 0.61
C -1.74 4.34 1.09 -0.20
C -1.02 5.48 1.42 -0.30
C -1.31 6.67 0.78 0.02
N -2.26 6.80 -0.13 -0.45
C -2.97 5.72 -0.43 0.03
C -2.75 4.48 0.14 -0.29
C -1.27 1.73 -0.18 -1.28
P 0.46 1.39 -0.28 1.58
C 0.89 0.70 -1.90 -0.41
C 0.58 -0.64 -2.07 -0.16
C 0.85 -1.29 -3.25 -0.22
C 1.46 -0.59 -4.28 -0.19
C 1.79 0.74 -4.12 -0.24
C 1.51 1.40 -2.93 -0.13
C 1.31 2.98 -0.21 -0.41
C 2.41 3.15 0.62 -0.17
C 3.03 4.38 0.69 -0.22
C 2.55 5.44 -0.06 -0.20
C 1.43 5.28 -0.87 -0.24
C 0.81 4.05 -0.95 -0.13
P -2.12 0.15 -0.23 0.92
C -3.81 0.76 0.12 -0.34
C -4.22 0.82 1.45 -0.21
C -5.40 1.46 1.79 -0.16
C -6.18 2.03 0.80 -0.23
C -5.80 1.93 -0.53 -0.22
C -4.61 1.30 -0.87 -0.21
C -2.26 -0.15 -2.02 -0.35
C -1.97 0.85 -2.95 -0.13
C -2.01 0.57 -4.30 -0.23
C -2.34 -0.70 -4.74 -0.21
C -2.65 -1.69 -3.82 -0.21
C -2.62 -1.41 -2.47 -0.22
H -0.22 5.42 2.14 0.22
H -0.74 7.57 0.99 0.18
H -3.74 5.86 -1.17 0.18
H -3.34 3.63 -0.15 0.24
H 0.12 -1.17 -1.23 0.21
H 0.58 -2.33 -3.37 0.21
H 1.68 -1.09 -5.21 0.20
H 2.27 1.28 -4.93 0.21
H 1.78 2.44 -2.80 0.22
H 2.76 2.31 1.20 0.24
H 3.89 4.50 1.32 0.21
H 3.04 6.40 0.00 0.20
H 1.05 6.12 -1.43 0.21
H -0.07 3.91 -1.57 0.22
H -3.63 0.34 2.23 0.24
H -5.69 1.52 2.82 0.21
H -7.10 2.54 1.06 0.20
H -6.41 2.36 -1.31 0.20
H -4.33 1.22 -1.91 0.22
H -1.71 1.84 -2.59 0.23
H -1.77 1.35 -5.01 0.21
H -2.35 -0.91 -5.80 0.21
H -2.92 -2.68 -4.17 0.21
H -2.88 -2.18 -1.74 0.23
S -3.52 -1.12 4.36 -0.74
Sb -2.08 -2.46 3.22 0.79
S 0.14 -0.28 2.22 -0.21
S -3.12 -2.63 0.98 -0.65
C 4.06 -5.51 4.59 -0.62
C 4.73 -5.20 3.26 -0.21
N 3.86 -4.46 2.36 -0.42
C 4.17 -3.07 2.13 -0.23
C 3.88 -2.19 3.34 -0.63
C 2.88 -5.16 1.76 0.66
O 2.75 -6.36 1.94 -0.64
C 1.92 -4.49 0.82 -0.17
C 1.72 -5.12 -0.41 -0.10
C 0.69 -4.69 -1.22 -0.25
C -0.12 -3.65 -0.78 0.07
N 0.08 -3.01 0.37 -0.54
C 1.07 -3.44 1.16 0.10
H 4.76 -6.02 5.25 0.20
H 3.20 -6.15 4.43 0.23
H 3.73 -4.59 5.08 0.21
H 4.99 -6.15 2.77 0.22
H 5.64 -4.61 3.41 0.19
H 3.60 -2.71 1.27 0.25
H 5.23 -2.99 1.87 0.19
H 2.87 -2.37 3.71 0.21
H 3.95 -1.15 3.04 0.24
H 4.58 -2.38 4.15 0.19
H 2.35 -5.94 -0.69 0.23
H 0.49 -5.16 -2.17 0.22
H -0.96 -3.31 -1.37 0.21
H 1.19 -2.91 2.10 0.22
S 2.64 -0.42 0.46 -0.23
C 1.17 0.30 0.91 -0.92
```

Calculated values
* spin multiplicity: 6
* net charge: -1
* orbital gap (spin up / spin down): 5.5688 / 5.6972 eV
* HOMO level (spin up / spin down): -3.70 / -4.81 eV

---

4.
ORCA calculation (wB97M-V/def2-TZVPD) on a molecular structure, C41H39As2BN5O5RuS2.

XYZ file:
```
96
Properties=species:S:1:pos:R:3:mulliken_spin:R:1
Ru -0.67 0.28 0.73 3.62
O -5.29 4.40 -0.64 0.00
C -4.34 3.49 -0.34 0.00
C -4.57 2.12 -0.40 0.01
C -3.53 1.28 -0.08 0.00
N -2.34 1.75 0.26 0.13
C -2.09 3.05 0.28 0.00
C -3.08 3.97 0.01 0.01
C -0.63 3.41 0.52 0.03
O -0.32 4.56 0.78 0.01
O 0.16 2.40 0.37 0.01
C -3.58 -0.24 -0.17 0.01
O -4.57 -0.79 -0.60 0.03
O -2.46 -0.80 0.18 0.15
H -6.11 3.95 -0.88 0.00
H -5.52 1.69 -0.71 0.00
H -2.86 5.03 0.03 0.00
C -0.48 -1.02 -2.97 0.00
C 0.55 -1.92 -2.31 0.02
As 0.11 -2.18 -0.41 0.15
C 1.74 -3.07 0.15 0.05
C 1.78 -4.41 0.49 0.01
C 2.97 -4.98 0.93 0.00
C 4.12 -4.21 1.03 0.01
C 4.08 -2.86 0.69 0.00
C 2.89 -2.29 0.25 0.01
C -1.21 -3.61 -0.51 0.03
C -1.90 -4.04 0.62 0.00
C -2.86 -5.03 0.51 0.00
C -3.17 -5.60 -0.72 0.01
C -2.49 -5.17 -1.85 0.00
C -1.52 -4.18 -1.75 0.01
As -0.37 0.69 -2.02 0.17
C 1.34 1.33 -2.64 0.03
C 1.57 1.57 -3.99 0.00
C 2.83 1.98 -4.41 0.00
C 3.85 2.15 -3.49 0.00
C 3.61 1.92 -2.14 0.00
C 2.36 1.52 -1.71 0.03
C -1.62 1.83 -2.95 0.02
C -1.38 3.20 -2.98 0.01
C -2.31 4.05 -3.57 0.00
C -3.47 3.54 -4.13 0.01
C -3.71 2.17 -4.10 -0.01
C -2.79 1.32 -3.51 0.01
H -1.49 -1.42 -2.85 0.00
H -0.28 -0.86 -4.03 0.00
H 1.54 -1.45 -2.31 0.00
H 0.67 -2.88 -2.81 0.00
H 0.88 -5.02 0.42 0.00
H 3.00 -6.03 1.19 0.00
H 5.04 -4.65 1.38 0.00
H 4.97 -2.25 0.77 0.00
H 2.87 -1.24 0.00 -0.02
H -1.69 -3.61 1.58 0.00
H -3.39 -5.35 1.40 0.00
H -3.93 -6.36 -0.79 0.00
H -2.72 -5.59 -2.82 0.00
H -1.03 -3.86 -2.65 0.00
H 0.78 1.45 -4.72 0.00
H 3.01 2.17 -5.46 0.00
H 4.83 2.47 -3.82 0.00
H 4.40 2.07 -1.41 0.00
H 2.16 1.38 -0.66 -0.03
H -0.48 3.61 -2.54 0.00
H -2.12 5.12 -3.58 0.00
H -4.19 4.20 -4.59 0.00
H -4.61 1.77 -4.53 0.00
H -3.00 0.25 -3.48 0.00
C -0.42 4.42 4.02 0.00
N 0.66 3.53 3.65 0.01
C 1.99 3.90 3.57 0.00
C 2.65 2.85 3.05 0.01
N 1.74 1.84 2.81 0.00
B 2.13 0.54 2.07 -0.04
N 2.27 -0.70 2.98 0.02
C 3.45 -1.04 3.61 0.00
C 3.28 -2.21 4.24 0.00
N 1.98 -2.60 4.00 0.01
C 1.36 -3.84 4.43 0.01
C 1.37 -1.66 3.24 -0.02
S -0.25 -1.81 2.71 0.17
C 0.52 2.28 3.18 0.01
S -0.97 1.44 3.08 0.20
H -0.11 5.04 4.86 0.00
H -1.28 3.83 4.31 0.00
H -0.69 5.05 3.16 0.00
H 2.32 4.88 3.88 0.00
H 3.69 2.74 2.80 0.00
H 1.28 0.24 1.23 0.13
H 3.18 0.74 1.51 0.01
H 4.32 -0.41 3.54 0.00
H 3.95 -2.82 4.83 0.00
H 1.96 -4.26 5.23 0.00
H 1.31 -4.54 3.60 0.00
H 0.36 -3.64 4.80 0.00
```

Calculated values
* spin multiplicity: 6
* net charge: 0
* energy relative to the best compared isomer or geometry (same formula, charge and spin): 0.0 kcal/mol
* orbital gap (spin up / spin down): 7.6863 / 6.2257 eV
* HOMO level (spin up / spin down): -7.06 / -7.28 eV